[1]
The following is a DFT calculation (ωB97M-V with the def2-TZVPD basis set) of a molecular structure, C23H42Cl3MnN2O4Si.

**Frontier orbital gap (alpha / beta)**: 5.0 / 7.0 eV
**E_HOMO (alpha / beta)**: -2.552 / -4.528 eV
**<S²>**: 8.76

ORCA input file:
```
! wB97M-V def2-TZVPD RIJCOSX def2/J DEFGRID3
* xyz -1 6
C 1.529 -0.955 -3.951
C 1.141 0.483 -3.913
H 1.155 -1.427 -4.861
H 1.115 -1.478 -3.081
H 2.622 -1.062 -3.931
C 0.653 1.213 -4.932
C 0.420 0.707 -6.321
H 0.372 2.263 -4.760
H 0.605 -0.366 -6.434
H 1.043 1.235 -7.056
H -0.623 0.903 -6.601
Mn 0.070 -0.368 -0.111
Cl 2.178 -0.211 0.317
Cl 0.067 -2.502 -0.683
C 0.513 2.499 0.768
O -0.325 1.580 0.602
N 0.182 3.748 1.115
C -1.203 4.110 1.400
C 1.107 4.859 1.017
H 1.590 2.296 0.659
H -1.819 3.219 1.436
H -1.572 4.803 0.626
H -1.241 4.632 2.366
H 2.089 4.506 0.676
H 1.211 5.352 1.993
H 0.726 5.602 0.300
H -1.424 -1.058 -3.471
H -2.418 1.387 -3.887
C -2.300 -1.219 -2.819
C -3.255 0.999 -3.281
N -2.768 0.062 -2.288
H -2.019 -1.897 -1.993
C -2.500 0.455 -1.042
O -1.932 -0.297 -0.213
H -3.771 1.824 -2.775
H -2.822 1.477 -0.751
H -3.120 -1.643 -3.408
H -3.952 0.454 -3.926
O 0.102 0.535 -1.859
C 1.163 1.091 -2.505
C -0.166 3.307 -2.377
C 1.058 2.635 -2.425
H -1.103 2.739 -2.323
C -0.176 4.705 -2.444
H 2.143 0.786 -2.068
C 2.257 3.337 -2.452
H -1.127 5.233 -2.502
C 1.024 5.416 -2.466
C 2.237 4.730 -2.465
H 3.188 2.766 -2.506
H 1.013 6.504 -2.524
H 3.185 5.258 -2.501
Si 0.335 -6.500 -0.811
Cl 0.486 -5.434 -2.649
C -1.497 -6.648 -0.444
C 1.484 -5.466 0.254
C 0.913 -8.336 -0.675
H -1.995 -5.724 -0.752
H -1.685 -6.816 0.623
H -1.951 -7.484 -0.993
H 0.282 -9.063 -1.213
H 0.866 -8.633 0.390
H 1.949 -8.518 -0.996
H 1.227 -4.407 0.112
H 2.509 -5.609 -0.098
H 1.432 -5.714 1.320
C -1.088 0.619 4.030
C -0.226 -0.260 3.154
C 1.091 -0.705 3.736
O -0.609 -0.608 2.034
H -0.822 0.494 5.085
H -2.147 0.359 3.895
H -0.951 1.681 3.770
H 1.284 -1.755 3.479
H 1.924 -0.098 3.348
H 1.070 -0.604 4.825
*
```

[2]
The following is a DFT calculation (ωB97M-V with the def2-TZVPD basis set) of C6H9NO2 in the gas phase.

**Frontier orbital gap**: 9.5 eV
**Structure (SMILES)**: C=CNOC(C)=C=CO
**E_HOMO**: -8.653 eV

ORCA input file:
```
! wB97M-V def2-TZVPD RIJCOSX def2/J DEFGRID3
* xyz 0 1
C -0.386 2.008 1.147
C -0.313 1.772 -0.140
N 0.850 1.413 -0.811
O 1.557 0.359 -0.203
C 0.894 -0.827 -0.201
C 1.688 -1.939 0.416
C -0.347 -0.873 -0.652
C -1.631 -1.032 -0.859
O -2.595 -0.806 0.042
H -1.288 2.580 1.522
H 0.455 1.852 1.804
H -1.159 2.161 -0.737
H 0.709 1.185 -1.783
H 1.511 -2.704 -0.311
H 1.367 -2.021 1.418
H 2.807 -1.731 0.377
H -2.067 -1.070 -1.832
H -2.051 -0.326 0.802
*
```

no.,F_max (eV/A),molecular weight (Da)
1,3.7,600.0
2,4.0,127.1